# 1
Entry from the OMol25 dataset: a cluster of 6 separate species, C51H73BIN7O8P in total at a distorted geometry (ωB97M-V with the def2-TZVPD basis set).

Each line ends with the Mulliken charge.
Geometry (Å):
C: 3.955 -1.045 6.343  -0.9307
C: 4.393 -0.964 4.920  0.9504
O: 4.438 -1.875 4.147  -0.6024
O: 4.754 0.301 4.550  -0.3850
C: 5.177 0.427 3.205  -1.1633
C: 4.059 0.671 2.199  -0.8619
C: 3.367 2.033 2.380  -0.6438
C: 2.338 2.141 3.506  -0.6903
P: 1.579 0.513 4.180  0.2415
O: 0.378 1.115 5.089  -0.5900
O: 0.807 -0.282 2.969  -0.5636
C: 1.387 3.382 3.380  -1.6043
C: 1.239 4.082 1.997  -1.1406
B: 2.016 5.490 2.031  0.7942
N: 3.308 5.667 2.686  -0.4606
O: 1.511 6.581 1.383  -0.7914
C: 1.584 3.163 0.798  2.4585
C: 0.556 2.017 0.829  0.6017
C: -0.813 2.219 0.176  -0.5360
C: -1.981 2.892 0.938  0.9724
C: -1.997 2.691 2.454  -1.4460
C: -3.281 2.336 0.297  -1.2013
C: -3.682 0.952 0.840  0.0188
C: -4.436 0.168 -0.199  -1.3506
C: -3.821 -0.631 -1.075  1.2789
C: -2.542 -1.371 -0.778  -1.0361
C: -4.425 -0.855 -2.438  -1.2617
C: 1.419 3.983 -0.497  -3.5795
C: 1.381 3.371 -1.931  -1.6272
C: 2.131 4.237 -2.964  -1.6231
I: 1.980 1.331 -2.228  0.0480
N: 2.985 2.580 0.979  1.3056
C: 4.169 3.406 0.600  -0.0467
C: 4.425 3.838 -0.837  -0.5616
O: 4.794 3.100 -1.685  -0.4400
O: 4.281 5.188 -1.051  -0.1496
C: 5.130 6.091 -0.413  0.7204
C: 6.475 5.582 0.028  -1.0018
O: 4.747 7.199 -0.255  -0.4816
H: 2.954 -1.464 6.405  0.3469
H: 4.655 -1.634 6.935  0.2021
H: 3.914 -0.048 6.779  0.2882
H: 5.769 -0.426 2.878  0.4685
H: 5.837 1.300 3.191  0.4651
H: 4.588 0.695 1.235  0.6236
H: 3.357 -0.163 2.134  0.4655
H: 4.183 2.681 2.702  0.4455
H: 2.926 2.375 4.397  0.9654
H: -0.478 1.233 4.655  0.3853
H: 1.008 -0.035 2.065  0.4694
H: 0.416 3.054 3.741  0.6329
H: 1.711 4.127 4.108  0.7084
H: 0.180 4.333 1.887  -0.0121
H: 3.813 6.444 2.268  0.1417
H: 3.275 5.809 3.687  0.2344
H: 0.616 6.433 1.060  0.3461
H: 0.999 1.129 0.364  1.2090
H: 0.378 1.718 1.855  -1.3336
H: -0.768 2.690 -0.803  -0.1792
H: -1.168 1.207 -0.041  -0.8177
H: -1.992 3.967 0.730  0.4094
H: -1.502 1.772 2.774  -0.0741
H: -3.013 2.676 2.845  0.6372
H: -1.506 3.522 2.967  0.3040
H: -4.086 3.061 0.425  0.5004
H: -3.078 2.229 -0.772  0.3745
H: -2.774 0.394 1.097  0.0224
H: -4.237 1.082 1.771  0.5010
H: -5.520 0.244 -0.210  0.3825
H: -2.483 -1.687 0.264  0.3758
H: -1.620 -0.812 -0.989  0.0311
H: -2.489 -2.268 -1.396  0.1537
H: -4.305 -1.875 -2.805  0.2812
H: -5.488 -0.605 -2.417  0.3987
H: -3.935 -0.159 -3.124  0.2395
H: 2.144 4.797 -0.537  1.3718
H: 0.464 4.493 -0.360  0.9234
H: 0.351 3.409 -2.273  1.2693
H: 3.138 3.873 -3.151  0.3301
H: 2.133 5.284 -2.663  0.3842
H: 1.601 4.155 -3.915  0.5106
H: 2.995 1.750 0.371  0.9779
H: 4.236 4.241 1.293  0.4034
H: 5.040 2.783 0.815  0.6052
H: 6.873 4.809 -0.626  0.3529
H: 7.134 6.445 0.059  0.3799
H: 6.392 5.220 1.056  0.2592
N: -0.213 5.480 -5.500  -0.3290
C: -0.150 6.570 -4.738  0.2109
C: -0.336 7.859 -5.209  -0.7552
C: -0.601 8.028 -6.559  -0.1623
C: -0.668 6.906 -7.369  -0.4563
C: -0.469 5.659 -6.795  -0.2247
H: 0.057 6.390 -3.687  0.2631
H: -0.273 8.704 -4.537  0.3581
H: -0.752 9.017 -6.972  0.3819
H: -0.872 6.992 -8.427  0.3569
H: -0.517 4.760 -7.398  0.3622
N: -2.770 -4.863 -3.289  -0.3012
C: -3.071 -5.653 -2.259  -0.1360
C: -2.408 -6.839 -1.980  -0.6175
C: -1.379 -7.229 -2.821  -0.1602
C: -1.051 -6.420 -3.897  -0.4862
C: -1.773 -5.251 -4.084  -0.2878
H: -3.888 -5.317 -1.628  0.4267
H: -2.699 -7.441 -1.131  0.3951
H: -0.844 -8.154 -2.647  0.3626
H: -0.262 -6.694 -4.582  0.4074
H: -1.549 -4.593 -4.916  0.3981
N: 5.486 -2.505 9.283  -0.4420
C: 5.460 -2.281 10.595  -0.2252
C: 5.207 -3.264 11.539  -0.4199
C: 4.965 -4.555 11.098  -0.1451
C: 4.988 -4.807 9.736  -0.5984
C: 5.253 -3.752 8.875  0.0362
H: 5.652 -1.259 10.904  0.3554
H: 5.201 -3.021 12.592  0.3489
H: 4.764 -5.351 11.803  0.3717
H: 4.806 -5.798 9.345  0.3486
H: 5.280 -3.915 7.802  0.3704
N: -2.786 -8.312 -6.400  -0.3958
C: -3.612 -8.222 -5.359  0.3917
C: -4.843 -8.854 -5.297  -0.7288
C: -5.250 -9.620 -6.377  -0.4166
C: -4.402 -9.726 -7.468  -0.3428
C: -3.186 -9.057 -7.429  -0.3060
H: -3.265 -7.608 -4.539  0.1803
H: -5.468 -8.739 -4.421  0.4909
H: -6.209 -10.122 -6.369  0.4076
H: -4.674 -10.313 -8.334  0.3797
H: -2.497 -9.120 -8.264  0.3579
N: -8.578 -7.116 -4.667  -0.5496
C: -9.447 -6.621 -3.789  -0.2301
C: -9.216 -5.474 -3.043  -0.3683
C: -8.015 -4.806 -3.215  -0.2806
C: -7.098 -5.309 -4.124  -0.3543
C: -7.430 -6.461 -4.823  -0.3739
H: -10.375 -7.172 -3.679  0.3618
H: -9.962 -5.118 -2.346  0.3601
H: -7.797 -3.908 -2.650  0.4088
H: -6.145 -4.823 -4.292  0.3937
H: -6.742 -6.882 -5.546  0.6267

Net charge: +1
E_HOMO (eV): -10.2265
Multiplicity: 1

# 2
Entry from the OMol25 dataset: a structure of composition C61H126Cl16CoN5O9S at a distorted geometry (ωB97M-V with the def2-TZVPD basis set).

Each line ends with the Mulliken charge.
Geometry (Å):
Co: 0.543 -1.720 1.309  1.4544
S: 0.944 -4.493 0.872  0.7380
O: 0.674 -5.148 -0.404  -0.4852
O: 1.953 -3.374 0.578  -0.3441
O: -0.238 -3.646 1.388  -0.8818
O: 1.349 -5.352 1.933  -0.7869
C: 2.493 0.135 0.395  -2.2732
C: 1.444 0.105 -0.810  1.3829
C: 2.090 -0.828 -1.920  0.1862
C: 1.081 -1.860 -2.527  0.8405
C: -0.226 -1.157 -2.688  -0.5147
C: -0.841 -0.765 -1.354  1.2496
N: 0.205 -0.539 -0.401  1.3592
O: -0.238 -0.050 0.871  1.5066
C: -1.663 -1.968 -1.001  -0.3747
C: -1.791 0.439 -1.530  1.3483
C: 1.299 1.540 -1.260  -0.8570
H: 2.829 -0.883 0.554  -0.0824
H: 2.076 0.552 1.348  -0.5144
H: 3.400 0.727 0.075  0.7696
H: 2.977 -1.257 -1.526  0.3111
H: 2.492 -0.142 -2.726  -1.1454
H: 0.934 -2.647 -1.755  -1.1814
H: 1.434 -2.221 -3.491  -0.0083
H: -0.951 -1.754 -3.217  0.7240
H: -0.117 -0.303 -3.401  0.2486
H: -2.126 -1.874 -0.046  -0.4860
H: -1.165 -2.945 -1.215  -1.1102
H: -2.479 -1.839 -1.818  0.3734
H: -1.253 1.358 -1.781  -0.2572
H: -2.310 0.613 -0.547  -1.6884
H: -2.543 0.224 -2.293  -1.0821
H: 1.147 2.199 -0.360  -0.5876
H: 0.539 1.712 -2.050  -0.1467
H: 2.302 1.877 -1.582  0.6826
C: -1.751 -2.291 3.471  -1.2531
C: -0.784 -2.482 4.652  1.0307
C: -1.082 -3.915 5.239  -0.9633
C: 0.055 -4.311 6.183  -0.8517
C: 1.415 -4.321 5.445  -1.4947
C: 1.710 -2.975 4.870  1.4080
N: 0.515 -2.600 4.056  0.1377
O: 0.731 -1.387 3.349  3.3656
C: 2.016 -2.040 6.001  -0.8731
C: 2.885 -2.943 3.985  -1.7513
C: -0.857 -1.296 5.662  -0.6484
H: -1.493 -3.053 2.779  -0.3189
H: -1.826 -1.291 3.077  -0.5615
H: -2.765 -2.481 3.789  0.9431
H: -2.031 -3.892 5.826  0.4117
H: -1.135 -4.606 4.407  0.1766
H: -0.172 -5.295 6.593  0.5233
H: 0.149 -3.649 7.031  0.3444
H: 1.467 -5.035 4.626  0.3137
H: 2.246 -4.618 6.088  0.3720
H: 3.105 -2.100 6.315  0.6069
H: 1.870 -1.014 5.714  -0.4530
H: 1.383 -2.203 6.902  0.1283
H: 3.018 -1.924 3.599  -0.0736
H: 3.820 -3.163 4.489  0.6701
H: 2.746 -3.622 3.190  0.1489
H: -0.445 -0.428 5.152  -0.4499
H: -0.339 -1.484 6.585  0.3960
H: -1.917 -1.063 5.903  0.5320
H: 1.304 -0.798 3.873  -1.4465
C: -1.361 3.427 0.530  -1.3375
C: -1.045 4.118 1.839  1.7618
C: -1.959 5.243 2.248  -1.3332
C: -3.335 4.736 2.600  -0.2160
C: -3.222 3.825 3.753  -1.4524
C: -2.242 2.657 3.459  0.5999
N: -0.958 3.166 3.006  0.3445
O: -0.013 2.179 2.888  2.3549
C: -2.016 1.871 4.797  -0.9154
C: -2.812 1.575 2.538  -0.8319
C: 0.403 4.633 1.790  -1.6181
H: -2.393 3.239 0.334  0.0168
H: -0.756 2.517 0.526  -0.3013
H: -1.019 4.053 -0.270  0.8548
H: -1.488 5.695 3.170  0.2907
H: -1.877 6.015 1.460  0.4255
H: -3.782 4.148 1.770  -0.0528
H: -4.066 5.584 2.574  0.3955
H: -4.132 3.250 3.819  0.3796
H: -2.896 4.260 4.723  0.2835
H: -2.942 1.550 5.238  0.8178
H: -1.399 0.966 4.672  -1.2634
H: -1.569 2.553 5.492  0.5577
H: -3.432 2.078 1.746  -0.3217
H: -2.002 0.938 2.163  -0.6603
H: -3.455 0.884 3.050  1.2082
H: 0.711 5.118 2.727  0.2761
H: 0.481 5.392 0.929  0.4308
H: 1.125 3.806 1.539  0.0470
H: -0.170 1.599 2.092  -1.6088
C: -6.449 2.432 -5.205  -1.6358
C: -5.234 2.246 -6.135  1.7965
C: -3.904 2.311 -5.313  -1.6193
C: -3.687 1.046 -4.424  2.2749
C: -3.587 -0.106 -5.347  -1.3312
C: -4.879 -0.319 -6.255  2.1188
N: -5.161 0.958 -6.973  -0.0584
O: -6.480 0.800 -7.573  -0.4891
C: -4.653 -1.372 -7.293  -1.6956
C: -6.017 -0.872 -5.309  -1.9333
C: -5.207 3.394 -7.160  -1.9398
H: -6.396 1.900 -4.236  0.0581
H: -7.342 2.146 -5.712  0.4790
H: -6.643 3.459 -4.967  0.4504
H: -2.949 2.322 -5.907  0.2657
H: -3.989 3.264 -4.808  0.5114
H: -4.434 0.805 -3.645  -1.1068
H: -2.718 1.245 -3.904  -0.6367
H: -3.432 -1.041 -4.769  0.5629
H: -2.699 -0.121 -6.015  0.0647
H: -3.833 -2.100 -6.954  0.2268
H: -5.471 -2.054 -7.493  0.3268
H: -4.260 -0.921 -8.204  0.5029
H: -6.940 -0.942 -5.872  0.4790
H: -5.664 -1.875 -5.087  0.5406
H: -6.184 -0.247 -4.466  0.1893
H: -5.136 4.451 -6.749  0.3514
H: -6.090 3.339 -7.788  0.3992
H: -4.329 3.460 -7.728  0.4413
H: -6.201 0.464 -8.420  0.3602
C: 1.170 1.657 6.961  -1.6325
C: 2.172 2.496 6.215  1.7361
C: 3.306 2.759 7.188  -1.1715
C: 4.424 3.440 6.513  -0.6856
C: 5.058 2.565 5.405  -1.2965
C: 3.979 2.033 4.419  1.4306
N: 2.768 1.594 5.168  -0.0227
O: 1.749 1.172 4.295  2.7475
C: 3.773 3.072 3.245  -1.1910
C: 4.541 0.723 3.783  -1.3723
C: 1.464 3.814 5.680  -1.3288
H: 1.652 0.646 7.028  0.1647
H: 0.239 1.497 6.417  -0.0014
H: 0.925 1.940 8.050  0.3382
H: 2.982 3.352 8.095  0.3533
H: 3.639 1.780 7.504  0.3780
H: 5.348 3.637 7.142  0.4413
H: 4.227 4.443 6.154  0.3086
H: 5.659 1.752 5.884  0.4234
H: 5.872 3.088 4.899  0.3985
H: 3.449 4.061 3.527  0.2456
H: 4.734 3.185 2.798  0.6344
H: 3.098 2.569 2.561  -0.1581
H: 5.552 0.852 3.428  0.5316
H: 4.586 0.044 4.669  0.3056
H: 3.971 0.318 2.870  -0.4641
H: 2.082 4.656 5.296  0.1720
H: 0.813 4.238 6.426  0.4797
H: 0.776 3.691 4.751  -0.0403
H: 1.390 1.972 3.946  -0.8307
Cl: 6.692 0.310 0.414  -0.1462
C: 6.819 -0.368 -1.302  0.3954
C: 7.592 0.605 -2.157  -0.2172
Cl: 9.303 0.522 -1.711  -0.2219
H: 5.714 -0.376 -1.451  -0.6675
H: 7.246 -1.426 -1.267  0.2681
H: 7.316 1.631 -2.069  0.3088
H: 7.473 0.424 -3.253  0.2410
Cl: -0.365 -2.584 -8.663  -0.2291
C: 0.542 -2.908 -7.119  -0.5099
C: 0.113 -2.032 -5.965  0.9031
Cl: 0.199 -0.234 -6.305  -0.2284
H: 1.583 -2.718 -7.315  0.3925
H: 0.284 -3.901 -6.820  0.2765
H: 0.746 -2.223 -5.129  -0.6310
H: -0.904 -2.311 -5.694  0.1292
Cl: 4.222 -0.509 -5.587  -0.1823
C: 3.610 1.081 -5.467  0.3757
C: 4.516 2.218 -5.944  -0.4052
Cl: 5.982 2.384 -4.981  -0.1947
H: 3.403 1.258 -4.414  -0.2972
H: 2.684 1.187 -6.048  0.1446
H: 3.889 3.103 -5.819  0.1996
H: 4.954 2.070 -6.929  0.3845
Cl: 2.010 5.610 -4.970  -0.2034
C: 1.316 4.705 -3.652  0.0445
C: -0.236 4.439 -3.728  0.0973
Cl: -0.826 3.531 -5.155  -0.1303
H: 1.520 5.177 -2.718  0.3794
H: 1.714 3.712 -3.588  -0.2299
H: -0.834 5.370 -3.765  0.4788
H: -0.337 3.792 -2.816  -0.3555
Cl: 6.717 -4.198 0.502  -0.2389
C: 4.913 -4.142 0.198  0.1848
C: 4.678 -4.333 -1.224  0.8797
Cl: 5.617 -3.299 -2.337  -0.1728
H: 4.564 -3.212 0.636  -0.2875
H: 4.458 -4.970 0.765  0.2581
H: 3.712 -3.962 -1.390  -1.0397
H: 4.890 -5.372 -1.534  0.4228
Cl: -5.324 2.337 -0.804  -0.2377
C: -5.445 0.528 -0.982  0.2414
C: -4.985 -0.149 0.303  0.7035
Cl: -5.210 -1.880 0.371  -0.1259
H: -4.822 0.183 -1.839  -0.4288
H: -6.505 0.330 -1.187  0.6034
H: -5.470 0.271 1.171  0.4908
H: -3.921 -0.119 0.469  -1.1654
Cl: 1.943 -6.917 -4.033  -0.2427
C: 1.478 -5.229 -3.435  0.0874
C: -0.015 -5.242 -3.206  0.2763
Cl: -0.978 -5.246 -4.668  -0.2142
H: 1.860 -4.462 -4.101  0.2423
H: 1.959 -5.161 -2.483  -0.1959
H: -0.167 -4.312 -2.583  -0.4341
H: -0.222 -6.073 -2.550  0.5827
Cl: -4.204 -5.716 1.848  -0.2625
C: -2.892 -5.015 0.859  0.8049
C: -2.786 -5.369 -0.566  0.6741
Cl: -4.176 -4.818 -1.515  -0.2001
H: -1.933 -5.332 1.309  -0.1590
H: -2.944 -3.930 0.843  -0.5247
H: -2.713 -6.440 -0.693  0.4809
H: -1.922 -4.917 -1.044  -0.8898

Expectation value of S²: 3.757
Net charge: -1
E_HOMO (alpha / beta) (eV): -5.9895 / -6.4978
Multiplicity: 4

# 3
Entry from the OMol25 dataset: a cluster of 2 separate species, CH2BrCl2P in total at a distorted geometry (ωB97M-V with the def2-TZVPD basis set).

Each line ends with the Mulliken charge.
Geometry (Å):
C: 0.335 0.626 1.053  -0.7353
P: 3.383 1.821 -0.810  0.2485
Cl: 2.401 3.462 -0.448  -0.1081
Cl: 3.981 1.268 0.980  -0.1355
Br: -0.919 1.961 0.936  -0.0439
H: 0.590 0.072 0.205  0.4381
H: 0.809 0.559 2.020  0.3362

E_HOMO (alpha / beta) (eV): -8.3858 / -8.1642
Energy relative to the best compared isomer or geometry (same formula, charge and spin) (kcal/mol): 64.2
Multiplicity: 1